No. 1
{"formula": "C21H27N3O4", "method": "ωB97M-V/def2-TZVPD", "elements": ["H", "C", "C", "H", "C", "C", "H", "C", "H", "H", "H", "H", "C", "H", "C", "C", "C", "C", "H", "H", "H", "H", "O", "O", "C", "H", "C", "H", "C", "H", "C", "H", "H", "C", "H", "N", "C", "H", "H", "C", "H", "N", "C", "H", "N", "H", "O", "H", "C", "O", "H", "C", "C", "H", "H"], "positions_angstrom": [[0.3897, 1.9292, 1.7375], [-2.1865, 1.8681, -4.8786], [3.3495, -0.7811, -2.6798], [0.3700, 1.7674, -2.6855], [-1.3850, 0.5027, 2.9639], [3.1338, 0.3427, 0.9686], [0.0151, -3.2740, -0.7569], [2.9616, -0.4303, -0.1774], [-0.7387, 3.0145, 0.8984], [-2.1806, 0.5777, 3.7173], [3.8724, -0.3200, -3.5137], [0.4284, 1.6878, -0.7320], [-2.7053, 0.6421, -0.1054], [2.5678, 0.6267, 3.0156], [-1.7214, 1.3793, -2.2133], [0.4934, -3.8369, 0.0511], [-1.3099, -0.9776, 2.5121], [3.6342, 0.0073, -1.4226], [2.0430, -2.1920, -0.9753], [-3.6392, 0.9870, 1.8083], [3.7786, 1.2059, 0.9191], [-0.1808, -4.6237, 0.3853], [4.3665, 0.9729, -1.4370], [-2.5719, -1.5995, 2.4663], [-0.8880, 1.9539, -4.3879], [-2.5564, -0.4208, 0.1204], [1.6066, -1.0735, 2.1928], [-3.6015, 0.7477, -0.7155], [1.4923, -1.9124, 1.0616], [-0.4405, 0.7573, 3.4517], [-3.1789, 1.5259, -3.9803], [-0.3692, -2.8269, 3.1287], [3.6964, -1.8058, -2.5664], [-0.3451, 1.1870, -0.1531], [-2.9769, -1.5529, 3.3403], [-1.6365, 1.5201, 1.9775], [2.1526, -1.5652, -0.1068], [-2.4100, 2.0548, -5.9164], [-3.1482, 2.4628, 0.9496], [-0.3452, -1.7715, 3.4166], [-0.9369, -1.0358, 1.4878], [-2.9655, 1.2860, -2.7005], [-0.5351, 1.9689, 1.1599], [1.4222, -4.2878, -0.3122], [-1.5879, 1.1428, -0.8807], [-4.2118, 1.4321, -4.2931], [0.9690, -1.2485, 3.3841], [2.2813, -0.7909, -2.8863], [2.4617, 0.0238, 2.1272], [0.7167, -3.0319, 1.1836], [-0.0698, 2.2075, -5.0475], [-2.8549, 1.4364, 1.1989], [-0.6408, 1.7088, -3.0562], [-0.6467, -1.6770, 4.4650], [0.0058, 0.1674, 0.0604]], "atomic_forces_ev_per_a": [[-0.01, 0.04, 0.00], [0.04, 0.03, -0.09], [0.21, 0.24, -0.09], [0.04, 0.00, 0.04], [0.06, -0.23, -0.22], [0.00, -0.07, -0.27], [0.04, 0.00, 0.02], [-0.09, 0.09, 0.67], [0.12, 0.00, -0.07], [0.07, -0.12, 0.10], [0.01, 0.01, 0.02], [-0.02, -0.04, 0.01], [-0.35, 0.05, 0.25], [-0.03, 0.07, 0.11], [-0.13, 0.03, -0.39], [-0.06, -0.16, -0.20], [0.61, 0.27, 0.31], [0.04, -0.08, -0.37], [-0.06, -0.08, -0.10], [-0.05, 0.02, 0.00], [0.05, 0.08, 0.00], [0.05, 0.03, -0.08], [-0.03, -0.03, 0.00], [-0.32, -0.24, 0.05], [-0.18, -0.04, 0.05], [-0.05, -0.01, -0.02], [0.06, 0.07, -0.21], [0.09, -0.10, 0.19], [-0.09, -0.07, 0.21], [-0.05, -0.01, 0.06], [0.06, 0.06, -0.30], [-0.02, 0.22, 0.12], [-0.04, -0.14, -0.01], [0.23, 0.10, 0.21], [0.00, 0.03, -0.03], [-0.03, 0.03, 0.03], [0.08, 0.07, -0.03], [-0.05, 0.01, -0.08], [-0.10, -0.05, -0.08], [-0.77, -0.24, -0.18], [0.01, 0.04, 0.11], [0.05, -0.05, 0.25], [0.10, -0.01, -0.16], [-0.03, 0.04, 0.00], [-0.05, 0.11, 0.34], [-0.05, 0.02, -0.13], [0.50, -0.07, -0.15], [-0.12, -0.08, -0.02], [-0.17, -0.24, 0.04], [0.17, 0.37, 0.33], [0.06, 0.02, -0.02], [-0.02, -0.08, -0.14], [0.14, -0.02, 0.04], [-0.02, 0.00, -0.07], [0.05, 0.10, -0.05]], "mulliken_charge": [0.434, -0.518, -1.414, 0.300, -1.396, -0.861, 0.365, -0.278, 0.442, 0.411, 0.354, 0.583, -0.261, 0.453, 0.930, -1.009, 2.209, 0.980, 0.570, 0.347, 0.462, 0.272, -0.619, -0.591, -0.631, 0.069, 0.897, 0.494, 0.047, 0.488, -0.412, 0.269, 0.382, 0.113, 0.457, 0.277, -0.084, 0.373, 0.402, -1.315, -0.965, -0.358, -1.474, 0.349, 0.026, 0.405, -0.564, 0.353, -0.400, -0.436, 0.421, -1.046, -0.483, 0.541, -0.360], "multiplicity": 1, "total_charge": 0, "mol_weight_g_mol": 385.46, "orbital_gap_ev": 7.727, "homo_ev": -7.49, "e_lumo_ev": 0.236}

No. 2
{"formula": "C6H13N2", "method": "ωB97M-V/def2-TZVPD", "elements": ["C", "H", "H", "H", "H", "N", "H", "H", "H", "H", "C", "H", "H", "H", "H", "C", "C", "N", "C", "C", "H"], "positions_angstrom": [[-0.7064, 0.8907, -0.5441], [-1.2113, 1.0392, -1.4975], [1.9404, -2.2894, -0.3570], [-3.1456, 0.2042, -0.2721], [3.1588, -1.1675, 0.1269], [-2.5469, -0.5498, 0.0422], [2.3039, 0.9082, 0.8355], [0.0706, 2.5589, 0.7126], [2.3280, -0.8696, -1.3865], [-0.2779, -1.3553, -1.1978], [2.2017, -1.2033, -0.3907], [-2.5266, -1.3241, -0.6531], [-1.3655, -0.0098, 1.4887], [0.8008, 0.8448, 1.8891], [-3.1259, -1.1580, 0.6200], [1.2064, 0.7470, 0.8492], [-0.1461, -0.7689, -0.3793], [1.0428, -0.6851, 0.3733], [-1.1975, -0.0843, 0.3902], [0.3923, 1.7652, 0.0346], [0.8039, 2.5069, -0.6843]], "atomic_forces_ev_per_a": [[1.63, -0.26, -0.80], [-0.08, 0.30, 0.39], [0.67, 0.54, -0.73], [-0.26, 0.22, -0.35], [-0.26, 0.49, 0.32], [-2.18, -2.50, -2.16], [-0.77, 0.25, 0.36], [-0.76, -0.55, 0.58], [-0.10, 0.64, -1.15], [-0.47, -1.90, -1.98], [-0.93, -2.39, 1.67], [0.46, 1.28, -0.90], [1.76, 0.39, -0.58], [0.73, -0.39, -0.76], [0.28, 0.68, 1.89], [1.20, -0.59, 0.78], [0.47, 4.94, 3.58], [1.44, 1.38, -0.53], [-2.88, -1.82, 1.69], [-0.57, 0.82, -0.96], [0.63, -1.52, -0.35]], "mulliken_charge": [-0.323, 0.457, 0.371, 0.341, 0.402, -0.267, 0.380, 0.340, 0.388, 0.476, -1.093, 0.358, 0.242, 0.291, 0.367, -0.744, -0.790, -0.124, 0.285, -0.709, 0.353], "multiplicity": 1, "total_charge": 1, "mol_weight_g_mol": 113.18, "orbital_gap_ev": 8.248, "homo_ev": -11.90, "e_lumo_ev": -3.654}

No. 3
{"formula": "C3H5Cl2N2", "method": "ωB97M-V/def2-TZVPD", "elements": ["H", "H", "C", "N", "C", "N", "C", "Cl", "Cl", "H", "H", "H"], "positions_angstrom": [[-0.0306, 1.1739, 0.7854], [-0.0223, -0.5970, -0.1804], [2.0607, 0.0868, 2.1761], [0.1121, -1.7670, 0.0048], [0.9811, -1.9112, 0.9216], [-0.0348, 0.7384, -0.1263], [1.6481, -0.8379, 1.5218], [2.8644, 1.1224, 3.0719], [1.5242, -3.4536, 1.3993], [-0.2055, -2.4599, -0.5493], [0.8139, 0.9453, -0.4633], [-0.8609, 0.9684, -0.7406]], "atomic_forces_ev_per_a": [[-0.85, 0.01, 0.13], [-0.41, -0.19, 0.39], [0.18, -1.20, -0.51], [1.44, 3.38, 1.78], [0.42, -1.45, -0.48], [-4.54, -0.66, 0.56], [-0.41, 0.75, 0.66], [0.39, 0.96, 0.63], [-0.06, -0.12, 0.07], [-1.34, -3.23, -1.77], [3.65, 1.36, -2.44], [1.52, 0.38, 0.98]], "mulliken_charge": [0.279, 0.503, 0.985, -0.325, 0.396, -0.772, -0.712, -0.086, -0.067, 0.138, 0.332, 0.329], "multiplicity": 1, "total_charge": 1, "mol_weight_g_mol": 139.99, "orbital_gap_ev": 9.767, "homo_ev": -14.69, "e_lumo_ev": -4.919}

No. 4
{"formula": "C4H5NO", "method": "ωB97M-V/def2-TZVPD", "elements": ["H", "C", "H", "O", "H", "C", "H", "H", "C", "N", "C"], "positions_angstrom": [[1.5668, 0.1730, -0.1042], [0.6584, 0.0234, 0.4940], [-0.2698, 1.9589, 0.2012], [-0.7470, -1.8698, 0.0554], [0.9250, 0.2937, 1.5242], [-0.7218, 0.7653, -1.4445], [-1.4127, 0.6458, 0.5189], [1.0736, -2.1318, 0.8747], [-0.4872, 0.9062, -0.0037], [-0.8884, 0.6806, -2.5855], [0.3032, -1.4453, 0.4695]], "atomic_forces_ev_per_a": [[-0.11, -0.05, 0.08], [-0.02, 0.01, -0.01], [-0.03, -0.14, -0.04], [0.42, 0.18, 0.22], [-0.04, -0.06, -0.13], [-0.16, -0.05, -0.99], [0.11, 0.03, -0.08], [-0.04, 0.05, -0.07], [-0.04, 0.06, 0.03], [0.19, 0.08, 1.09], [-0.29, -0.12, -0.11]], "mulliken_charge": [0.309, -0.584, 0.309, -0.452, 0.317, 0.235, 0.257, 0.343, -0.395, -0.411, 0.072], "multiplicity": 1, "total_charge": 0, "mol_weight_g_mol": 83.09, "orbital_gap_ev": 11.102, "homo_ev": -10.42, "e_lumo_ev": 0.678}